# 1
Formula: C6H8BrN
Source: OMol25
Level of theory: ωB97M-V with the def2-TZVPD basis set

Results
multiplicity: 3
maximum force: 0.1259 hartree/bohr
E_tot: -77876.962 eV
LUMO (alpha / beta): 0.81 / -1.64 eV
frontier orbital gap (alpha / beta): 6.71 / 7.60 eV
energy above the lowest of the compared OMol25 structures with the same formula, charge and spin: 5.7 kcal/mol

XYZ file:
```
16
C6H8BrN ωB97M-V with the def2-TZVPD basis set
C 0.9551 -2.4077 1.6955
C 0.2019 -0.1473 0.3667
C -0.0448 0.9385 -0.3839
C 1.5478 -0.2915 1.0557
C -0.6487 -1.3778 0.4787
C -1.3116 1.1471 -1.1722
N 1.8284 -1.5386 1.7425
Br -2.3023 -1.3074 1.3739
H 0.9488 -3.3235 2.0992
H 0.6322 1.7544 -0.5088
H 2.3850 -0.2237 0.4707
H 1.8786 0.4994 1.8556
H -0.5537 -1.8421 -0.5382
H -1.0729 1.5325 -2.0449
H -1.9068 1.8081 -0.5873
H -1.6553 0.0295 -1.2654
```

# 2
Formula: C21H39Cl9O14
Source: OMol25
Level of theory: ωB97M-V with the def2-TZVPD basis set

Results
maximum force: 0.0799 hartree/bohr
E_tot: -163773.200 eV
LUMO: 0.13 eV
frontier orbital gap: 9.79 eV

XYZ file:
```
83
C21H39Cl9O14 ωB97M-V with the def2-TZVPD basis set
C 0.9349 -3.5554 -0.9907
Cl 2.3804 -4.5147 -1.2153
Cl 0.2954 -3.3269 0.6410
Cl -0.3964 -4.1831 -1.9670
H 1.1945 -2.5837 -1.4109
C -1.1865 -4.5373 -8.6622
Cl -0.9763 -6.3380 -8.9194
Cl -2.9534 -4.1286 -8.4515
Cl -0.3247 -3.6101 -9.9125
H -0.6713 -4.2684 -7.7401
C 5.5341 -4.3959 4.3547
Cl 6.7991 -3.2393 4.0385
Cl 4.7241 -4.1360 5.9895
Cl 6.0565 -6.0832 4.0478
H 4.7140 -4.3166 3.6411
C -5.0401 2.0429 0.5782
O -5.8151 3.2177 0.7982
C -5.2329 4.4599 0.5232
O -4.0879 4.6781 0.2182
O -6.0783 5.4795 0.7945
C -7.4301 5.3698 1.2098
H -5.5678 1.1456 0.9017
H -4.1857 2.0302 1.2548
H -4.7240 1.9124 -0.4568
H -7.4609 5.3948 2.2991
H -7.8974 4.4285 0.9204
H -8.0264 6.1978 0.8266
C -3.4603 -0.8544 6.4103
O -2.9729 0.4892 6.7082
C -3.7505 1.5310 6.4068
O -4.8975 1.4895 5.9806
O -2.9628 2.5887 6.5742
C -3.4093 3.9284 6.3377
H -3.7623 -0.9342 5.3661
H -4.3154 -1.0547 7.0559
H -2.6487 -1.5557 6.6041
H -2.5575 4.5291 6.6567
H -4.3435 4.1664 6.8463
H -3.5890 4.2152 5.3015
C 9.9577 -1.1550 -2.6815
O 11.2886 -1.0230 -3.0962
C 11.7455 0.2584 -3.4015
O 11.0806 1.2397 -3.7211
O 13.0776 0.3153 -3.2718
C 13.8549 1.4239 -3.5726
H 9.2476 -0.6382 -3.3272
H 9.9126 -0.7987 -1.6523
H 9.6293 -2.1923 -2.6171
H 14.8904 1.0845 -3.5474
H 13.6174 2.2256 -2.8734
H 13.6416 1.8558 -4.5504
C -9.0099 -4.1942 2.4083
O -8.0729 -5.1236 2.8933
C -7.0481 -5.5451 2.0458
O -6.7769 -5.1324 0.8941
O -6.5040 -6.5507 2.6966
C -5.4509 -7.2850 2.1030
H -8.4882 -3.3192 2.0204
H -9.6226 -3.7598 3.1983
H -9.6043 -4.6204 1.6002
H -5.1683 -8.2007 2.6223
H -4.5953 -6.6098 2.0874
H -5.6457 -7.5556 1.0652
C -1.0541 2.9932 -7.1460
C -0.4161 2.4246 -5.9163
O -0.2311 1.1862 -5.8235
C -0.0917 3.3954 -4.7635
H -0.4420 3.7888 -7.5709
H -2.0868 3.3168 -7.0162
H -1.0730 2.1832 -7.8752
H -0.2089 2.8651 -3.8185
H -0.7433 4.2612 -4.6453
H 0.9217 3.7966 -4.7767
C 2.8002 3.2121 2.1322
C 3.7918 2.7390 1.0883
O 3.8565 1.5541 0.8306
C 4.6920 3.7867 0.4058
H 2.1375 3.9954 1.7644
H 3.3396 3.6245 2.9848
H 2.2100 2.3415 2.4181
H 5.4485 3.9903 1.1636
H 4.1575 4.7178 0.2176
H 5.1275 3.4501 -0.5351
```

# 3
Formula: C3H6BrI
Source: OMol25
Level of theory: ωB97M-V with the def2-TZVPD basis set

Results
maximum force: 0.1342 hartree/bohr
E_tot: -81349.222 eV
LUMO: 0.53 eV
frontier orbital gap: 9.81 eV
energy above the lowest of the compared OMol25 structures with the same formula, charge and spin: 54.3 kcal/mol

XYZ file:
```
11
C3H6BrI ωB97M-V with the def2-TZVPD basis set
C 0.9854 -0.8911 -0.0153
C -0.4340 1.1730 0.2587
C -0.3348 -0.2226 -0.2805
Br -2.0520 2.0553 0.0073
I -2.0275 -1.3511 -0.0024
H 1.7634 -0.2757 -0.1580
H 0.9523 -1.2882 1.1191
H 1.2755 -1.8613 -0.5042
H -0.4127 0.9598 1.4149
H 0.4867 1.8532 -0.0979
H -0.2022 -0.1515 -1.7417
```

# 4
Formula: C22H47BO15S
Source: OMol25
Level of theory: ωB97M-V with the def2-TZVPD basis set

Results
maximum force: 0.0166 hartree/bohr
E_tot: -65801.950 eV
LUMO: 0.52 eV
frontier orbital gap: 10.06 eV

XYZ file:
```
86
C22H47BO15S ωB97M-V with the def2-TZVPD basis set
C 0.5514 2.0712 0.5811
O -0.0444 3.3302 0.9662
S 0.0091 4.4479 -0.2134
O -0.3986 5.6427 0.4701
O 1.6212 4.5417 -0.3797
C 2.0784 4.3236 -1.7423
B 3.3900 5.1525 -2.0274
O 3.9524 5.9402 -1.0567
O 3.9934 5.0693 -3.2650
H 1.5104 2.2106 0.0926
H -0.1302 1.5197 -0.0652
H 0.7206 1.5024 1.4919
H 1.2937 4.5825 -2.4603
H 2.2727 3.2569 -1.8893
H 4.2422 5.4460 -0.2858
H 3.6178 5.6256 -3.9499
O -3.4413 2.2311 -2.6020
C -4.2158 2.9199 -1.9966
O -3.8702 4.1923 -1.7223
C -4.7619 5.1469 -1.1401
C -4.7890 5.0491 0.3706
C -5.5302 2.3781 -1.4804
H -5.7565 5.0628 -1.5813
H -4.3591 6.1118 -1.4421
H -5.1715 4.0843 0.7050
H -5.4229 5.8320 0.7878
H -3.7810 5.1666 0.7682
H -5.3438 1.8758 -0.5317
H -5.8942 1.6444 -2.1943
H -6.3017 3.1294 -1.3345
O 2.7121 0.9155 -1.8411
C 2.5259 0.5414 -2.9713
O 1.5566 1.1512 -3.6777
C 1.3054 0.8659 -5.0597
C 0.4108 -0.3432 -5.2326
C 3.2768 -0.6167 -3.5725
H 2.2440 0.7672 -5.6060
H 0.8107 1.7603 -5.4345
H 0.8764 -1.2515 -4.8480
H 0.1859 -0.4951 -6.2887
H -0.5247 -0.1931 -4.6940
H 2.7786 -1.5402 -3.2724
H 4.2856 -0.6153 -3.1684
H 3.3423 -0.5957 -4.6562
O 2.0031 -4.2070 -3.9967
C 1.4191 -4.5636 -3.0069
O 0.8010 -3.6252 -2.2662
C -0.0349 -3.9586 -1.1466
C 0.7612 -4.1600 0.1204
C 1.4249 -6.0023 -2.5447
H -0.6520 -4.8260 -1.3738
H -0.7046 -3.1065 -1.0419
H 1.4481 -5.0011 0.0316
H 0.0864 -4.3618 0.9500
H 1.3505 -3.2703 0.3475
H 2.3441 -6.1746 -1.9854
H 1.4343 -6.6370 -3.4269
H 0.5799 -6.2830 -1.9215
O -0.8552 -6.7996 0.3196
C -1.4499 -7.1567 1.3012
O -2.0951 -6.2225 2.0247
C -2.9454 -6.5420 3.1329
C -2.1669 -6.7064 4.4206
C -1.4280 -8.5919 1.7707
H -3.5573 -7.4154 2.9053
H -3.6211 -5.6922 3.2082
H -1.4696 -7.5426 4.3665
H -2.8486 -6.8830 5.2525
H -1.5905 -5.8052 4.6275
H -0.5177 -8.7485 2.3486
H -1.3939 -9.2316 0.8932
H -2.2828 -8.8820 2.3751
O 3.6977 1.4175 6.0440
C 2.9456 2.3016 5.7374
O 2.2966 2.2181 4.5601
C 1.2660 3.1370 4.1716
C 1.8135 4.3975 3.5433
C 2.7598 3.5249 6.6081
H 0.6087 3.3507 5.0159
H 0.6731 2.5903 3.4422
H 2.4226 4.9690 4.2453
H 0.9931 5.0273 3.2001
H 2.4381 4.1526 2.6843
H 3.5624 4.2274 6.3862
H 2.8498 3.2140 7.6453
H 1.8066 4.0302 6.4804
```

# 5
Formula: C6H31NO10
Source: OMol25
Level of theory: ωB97M-V with the def2-TZVPD basis set

Results
maximum force: 0.0519 hartree/bohr
E_tot: -28689.821 eV
LUMO: 0.24 eV
frontier orbital gap: 9.71 eV
energy above the lowest of the compared OMol25 structures with the same formula, charge and spin: 41.3 kcal/mol

XYZ file:
```
48
C6H31NO10 ωB97M-V with the def2-TZVPD basis set
C 2.8699 -0.4628 -0.1709
C 1.6929 0.5132 0.1658
N 0.3846 0.2276 -0.0920
C -0.5669 0.8629 0.8095
C 0.0745 -2.1807 0.3590
C -0.0874 -1.0942 -0.7138
C -1.5459 -1.0305 -1.1497
O 2.0281 1.4503 0.8814
H 3.4294 -0.5650 -1.0976
H 2.4184 -1.4457 -0.2221
H 3.4191 -0.2312 0.7324
H -0.3669 0.9727 1.8745
H -1.6080 0.6017 0.7512
H -0.7093 1.8917 0.4530
H 1.1045 -2.2891 0.6669
H -0.5485 -1.9378 1.2192
H -0.2581 -3.1216 -0.0819
H 0.6590 -1.1747 -1.4948
H -1.6538 -0.4040 -2.0347
H -1.6974 -2.0390 -1.5336
H -2.1958 -0.7916 -0.3261
H 2.8185 -3.0709 -2.7616
H 2.0656 -1.8315 -3.1616
O 2.2208 -2.4132 -2.3863
H -2.8621 -3.2203 2.7507
H -2.1356 -1.8786 3.0778
O -2.9845 -2.2764 2.8670
H 3.0795 1.7736 -2.0258
H 1.5869 1.3263 -1.7269
O 2.1523 1.9046 -2.2571
H 1.0150 -0.3010 -4.7285
H 1.7220 0.3952 -3.5420
O 1.8206 -0.3133 -4.2011
H -2.7945 2.7415 -0.3120
H -3.7586 1.5158 -0.8347
O -3.1714 1.8697 -0.1674
H 1.4584 3.1345 1.2633
H 0.7432 3.8358 2.3707
O 1.2686 4.0359 1.5856
H -4.1761 -0.5051 2.4884
H -3.9479 0.9334 1.8516
O -4.2661 0.4451 2.6184
H 0.1986 -2.2383 4.8741
H 0.9873 -2.5715 3.5613
O 0.1210 -2.3778 3.9280
H -0.2637 4.1508 -1.9938
H 0.5914 3.5940 -0.9218
O -0.3315 3.5899 -1.2120
```

# 6
Formula: C32H71BF5O22S2
Source: OMol25
Level of theory: ωB97M-V with the def2-TZVPD basis set

Results
maximum force: 0.1031 hartree/bohr
E_tot: -115311.872 eV
LUMO: 1.68 eV
frontier orbital gap: 7.40 eV
total charge: -1

XYZ file:
```
133
C32H71BF5O22S2 ωB97M-V with the def2-TZVPD basis set
O -3.5356 0.8901 3.5377
C -2.3625 1.2889 3.5336
O -1.6033 0.9268 4.6087
C -1.9224 2.1840 2.3536
C -1.5483 1.4748 1.0037
B -1.1192 -0.0986 1.0371
C -2.4394 -1.0605 1.2057
C -2.5018 -1.9364 2.5050
C -3.9495 -2.5387 2.7630
S -4.4281 -2.5129 4.5533
C 0.1504 -0.4790 1.9588
C 0.8971 0.4668 2.8033
C 2.0728 0.0809 3.5977
C 2.5771 -1.2856 3.5886
C 1.8591 -2.2476 2.7587
C 0.7061 -1.8515 1.9774
S -0.4798 -0.4661 -0.7724
O -0.4198 -1.9165 -1.0827
O 0.9268 0.0508 -0.8005
C -1.3649 0.5281 -2.0902
F -0.8808 1.8112 -2.0892
F -2.7291 0.4684 -2.0208
C -0.9862 -0.0584 -3.5239
F -1.7889 -1.1417 -3.7328
F -1.1278 0.8562 -4.5184
F 0.2766 -0.5179 -3.5987
H -2.2247 0.4924 5.2214
H -2.7793 2.8789 2.1558
H -1.0992 2.8584 2.7120
H -2.4273 1.5969 0.3134
H -0.6905 2.0459 0.5490
H -2.6304 -1.7491 0.3382
H -3.3376 -0.3761 1.2287
H -2.0899 -1.4711 3.4262
H -1.8561 -2.8465 2.3110
H -4.7142 -2.0719 2.1021
H -3.9285 -3.6233 2.4791
H -5.5995 -1.8013 4.5619
H 0.6184 1.5341 2.8518
H 2.5911 0.8400 4.2140
H 3.4758 -1.5987 4.1526
H 2.1965 -3.3078 2.7156
H 0.2002 -2.6249 1.3628
C -3.3731 3.2911 -6.8709
C -2.0466 2.7273 -7.3452
O -0.9765 3.4464 -6.7297
O -3.4518 4.6774 -7.1813
H -4.2112 2.7817 -7.3485
H -3.4651 3.1885 -5.7831
H -1.9404 2.8588 -8.4226
H -1.9547 1.6647 -7.1018
H -0.9708 3.2140 -5.7930
H -2.5660 5.0321 -7.0261
C -3.1964 3.0505 7.2761
C -4.2256 3.9464 6.6116
O -3.8645 4.1520 5.2472
O -1.9044 3.6369 7.1845
H -3.4313 2.8959 8.3302
H -3.1551 2.0773 6.7719
H -4.2443 4.9247 7.0932
H -5.2260 3.5049 6.6555
H -3.9931 3.3137 4.7833
H -1.8598 4.0404 6.3070
C 2.0033 0.7271 8.5615
C 2.4424 0.8955 7.1186
O 1.9474 -0.1916 6.3393
O 2.4738 -0.5147 9.0710
H 2.3946 1.5291 9.1894
H 0.9088 0.7219 8.6297
H 3.5307 0.8685 7.0462
H 2.0767 1.8384 6.6989
H 0.9903 -0.0883 6.2700
H 2.3850 -1.1465 8.3439
C 2.7096 2.6097 -1.8162
C 2.2361 3.6222 -2.8403
O 3.0278 4.8151 -2.7367
O 2.6197 3.1645 -0.5073
H 2.1047 1.7021 -1.8512
H 3.7615 2.3466 -1.9925
H 1.2017 3.9085 -2.6436
H 2.3131 3.2270 -3.8528
H 3.9111 4.6007 -3.0554
H 2.8850 4.0891 -0.5957
C 3.5648 1.6953 -6.5561
C 4.6287 0.6740 -6.9129
O 4.2885 -0.5904 -6.3354
O 3.4443 1.8019 -5.1431
H 3.8131 2.6790 -6.9570
H 2.5888 1.3850 -6.9492
H 5.5925 0.9652 -6.4942
H 4.7271 0.5612 -7.9962
H 3.5184 -0.9284 -6.8066
H 3.5407 0.9024 -4.7996
C 3.8243 -3.8242 -1.0972
C 4.2700 -2.4542 -0.6227
O 5.5100 -2.5783 0.0857
O 3.6876 -4.7052 0.0132
H 2.8660 -3.7687 -1.6147
H 4.5731 -4.2576 -1.7742
H 3.5427 -2.0377 0.0752
H 4.3999 -1.7629 -1.4602
H 6.1904 -2.8007 -0.5587
H 4.4177 -4.4908 0.6092
C 5.8023 -3.7053 -9.5273
C 6.8239 -2.5860 -9.6070
O 6.4030 -1.4979 -8.7826
O 4.5261 -3.2286 -9.9332
H 6.0808 -4.5396 -10.1724
H 5.7101 -4.0665 -8.4957
H 6.8922 -2.2048 -10.6262
H 7.8125 -2.9250 -9.2829
H 6.4848 -1.7804 -7.8636
H 4.4548 -2.3330 -9.5773
C -7.4589 2.4346 2.1669
C -7.1840 3.1477 3.4778
O -6.9532 2.1804 4.5034
O -8.5831 1.5730 2.3077
H -7.6671 3.1468 1.3672
H -6.6001 1.8160 1.8807
H -8.0504 3.7376 3.7790
H -6.3113 3.8035 3.3996
H -6.1027 1.7581 4.3169
H -8.5084 1.1856 3.1899
C -0.5742 -5.4787 2.0104
C -0.4011 -6.9745 2.1915
O -1.5787 -7.6511 1.7392
O -1.7188 -5.0278 2.7262
H 0.2971 -4.9341 2.3760
H -0.7280 -5.2369 0.9512
H -0.2804 -7.2191 3.2472
H 0.4651 -7.3444 1.6351
H -1.6106 -7.5657 0.7800
H -2.3874 -5.7181 2.6204
```

# 7
Formula: C2H5N3O3
Source: OMol25
Level of theory: ωB97M-V with the def2-TZVPD basis set

Results
maximum force: 0.0517 hartree/bohr
E_tot: -12762.015 eV
LUMO: -0.52 eV
frontier orbital gap: 9.55 eV
energy above the lowest of the compared OMol25 structures with the same formula, charge and spin: 128.8 kcal/mol

XYZ file:
```
13
C2H5N3O3 ωB97M-V with the def2-TZVPD basis set
C -1.3780 1.0897 -0.2908
C 0.3584 -0.1711 0.5943
N 0.0617 -2.2868 -0.0452
N -0.0899 -1.1288 -0.4396
N 1.7009 0.5474 0.2090
O 2.6452 0.2793 0.9712
O 1.7073 1.3917 -0.6815
O -0.5226 0.8423 0.7918
H -2.1644 1.8002 0.0405
H -1.8529 0.1467 -0.5792
H -0.7387 1.2980 -1.2239
H 0.3576 -0.8088 1.4171
H -0.0846 -2.9998 -0.7637
```

# 8
Formula: CH2N3O3
Source: OMol25
Level of theory: ωB97M-V with the def2-TZVPD basis set

Results
maximum force: 0.1187 hartree/bohr
E_tot: -11679.369 eV
LUMO (alpha / beta): 3.70 / 3.66 eV
frontier orbital gap (alpha / beta): 7.83 / 7.79 eV
energy above the lowest of the compared OMol25 structures with the same formula, charge and spin: 78.0 kcal/mol
total charge: -1

XYZ file:
```
9
CH2N3O3 ωB97M-V with the def2-TZVPD basis set
C -2.0215 0.2617 0.1212
N 0.5001 -0.6699 0.4968
N 2.8148 0.2466 -1.2845
N 0.1420 -1.5328 -0.1540
O -1.6754 -0.3896 -0.8316
O -3.0221 0.8822 0.4216
O 2.6211 0.5829 -0.0988
H -1.1640 0.4112 0.9874
H 1.8050 0.2078 0.3419
```

> Number 7 is which compound?

C2H5N3O3